# 1
{"formula": "C52H45FeO5P2Te", "method": "the ωB97M-V functional and the def2-TZVPD basis", "multiplicity": 6, "charge": 0, "homo_energy_ha": [-0.26865, -0.27534], "elements": ["Fe", "C", "O", "C", "C", "C", "C", "C", "C", "O", "C", "O", "C", "H", "H", "H", "H", "H", "H", "H", "H", "H", "O", "C", "C", "C", "C", "C", "C", "P", "C", "C", "C", "C", "C", "C", "C", "C", "C", "C", "C", "C", "C", "C", "C", "C", "C", "C", "P", "C", "C", "C", "C", "C", "C", "C", "C", "C", "C", "C", "C", "H", "H", "H", "H", "H", "H", "H", "H", "H", "H", "H", "H", "H", "H", "H", "H", "H", "H", "H", "H", "H", "H", "H", "H", "H", "H", "H", "H", "Te", "C", "C", "C", "C", "C", "C", "H", "H", "H", "H", "H", "C", "O", "H", "H", "H"], "positions_angstrom": [[0.13284, -0.64711, 0.55186], [-2.98440, 5.43148, 1.41549], [-3.59042, 4.56343, 2.36137], [-3.15739, 3.28508, 2.39837], [-3.81546, 2.45372, 3.33699], [-3.44504, 1.14766, 3.42392], [-2.42900, 0.57452, 2.61766], [-2.13990, -0.84723, 2.68647], [-2.93096, -1.77778, 3.58211], [-1.23529, -1.39807, 2.02897], [-1.75100, 1.43079, 1.69862], [-0.78477, 1.06391, 0.92396], [-2.15141, 2.79192, 1.60952], [-3.49458, 6.38488, 1.51317], [-3.10746, 5.04782, 0.40055], [-1.92033, 5.55717, 1.62692], [-4.59476, 2.87153, 3.95847], [-3.95901, 0.53355, 4.14712], [-3.76248, -1.33479, 4.11456], [-2.23634, -2.21626, 4.30016], [-3.31434, -2.58332, 2.95537], [-1.61128, 3.40022, 0.89722], [-0.28102, 0.30338, -2.96155], [0.95601, 0.10717, -3.53817], [1.13666, -0.24028, -4.87013], [2.42340, -0.32596, -5.38258], [3.51878, -0.06300, -4.57896], [3.31973, 0.25114, -3.24288], [2.04387, 0.32364, -2.69145], [1.75955, 0.60477, -0.88889], [3.47786, 0.35297, -0.29036], [4.35286, 1.36867, 0.07832], [5.65025, 1.07301, 0.48268], [6.08584, -0.24143, 0.52464], [5.21354, -1.26433, 0.16703], [3.91935, -0.97208, -0.23388], [1.50329, 2.42568, -0.80737], [1.06493, 3.15235, -1.91003], [0.76139, 4.50407, -1.79810], [0.89495, 5.15374, -0.58078], [1.31873, 4.43631, 0.53135], [1.60853, 3.08621, 0.41750], [-1.41548, -0.23913, -3.53008], [-1.90689, 0.25541, -4.73383], [-3.02312, -0.33035, -5.30317], [-3.65589, -1.39287, -4.66750], [-3.20099, -1.81585, -3.43160], [-2.08296, -1.23518, -2.83150], [-1.66357, -1.58580, -1.06249], [-1.46478, -3.40338, -1.07578], [-0.93218, -4.03551, -2.19657], [-0.64181, -5.39223, -2.17111], [-0.87938, -6.13535, -1.02374], [-1.38748, -5.50869, 0.10494], [-1.66603, -4.14980, 0.08269], [-3.37368, -1.27945, -0.44990], [-3.79180, 0.05093, -0.53247], [-5.06198, 0.42594, -0.13057], [-5.93803, -0.52853, 0.37197], [-5.54218, -1.85559, 0.43703], [-4.26984, -2.23292, 0.01716], [0.29435, -0.45016, -5.50930], [2.55891, -0.59061, -6.42362], [4.52227, -0.11897, -4.97885], [4.17927, 0.42061, -2.60865], [4.04520, 2.40475, 0.02315], [6.31855, 1.87826, 0.76083], [7.09617, -0.47111, 0.84010], [5.54133, -2.29601, 0.20124], [3.23417, -1.76888, -0.50166], [0.94914, 2.66730, -2.87028], [0.42284, 5.04869, -2.67065], [0.67363, 6.21044, -0.49802], [1.41630, 4.92412, 1.49320], [1.90125, 2.53781, 1.30641], [-1.42029, 1.09783, -5.20676], [-3.40176, 0.04472, -6.24551], [-4.51831, -1.86408, -5.11993], [-3.72877, -2.60177, -2.90372], [-0.73148, -3.46602, -3.09579], [-0.22417, -5.86748, -3.04961], [-0.65682, -7.19465, -1.00507], [-1.55141, -6.07426, 1.01362], [-2.00052, -3.65843, 0.98878], [-3.10912, 0.80082, -0.91873], [-5.36129, 1.46481, -0.19082], [-6.92609, -0.23788, 0.70605], [-6.22761, -2.60837, 0.80654], [-3.98856, -3.27788, 0.04960], [1.35683, 0.06884, 2.91631], [3.20941, 0.50710, 3.75012], [3.29118, 1.46941, 4.75692], [4.52313, 1.78674, 5.31237], [5.67070, 1.13466, 4.87881], [5.58940, 0.16874, 3.88409], [4.36369, -0.13972, 3.31174], [2.39367, 1.96515, 5.10452], [4.58507, 2.53437, 6.09288], [6.62986, 1.38236, 5.31569], [6.48300, -0.34075, 3.54566], [4.30359, -0.87301, 2.51741], [1.56071, -3.22412, 1.10132], [1.09683, -2.27017, 0.19201], [1.86132, -4.13985, 0.57730], [0.79123, -3.50358, 1.83701], [2.43562, -2.86056, 1.66456]], "forces_ev_per_a": [[0.1, -0.9, -0.6], [0.0, -0.1, 0.1], [0.0, 0.1, 0.0], [-0.1, -0.1, 0.2], [0.1, 0.1, -0.1], [0.0, -0.1, 0.0], [0.0, -0.4, 0.0], [0.0, 0.3, 0.1], [0.1, 0.0, -0.1], [-0.3, 0.0, 0.1], [0.1, 0.2, -0.1], [-0.1, 0.0, 0.1], [0.1, -0.2, 0.0], [0.0, 0.0, 0.0], [0.0, 0.0, 0.0], [0.0, 0.0, 0.0], [0.0, 0.0, 0.0], [0.0, 0.0, 0.0], [0.0, 0.0, 0.0], [0.0, 0.0, 0.0], [0.0, 0.0, 0.0], [0.0, 0.0, 0.0], [0.0, 0.1, 0.1], [-0.2, 0.0, 0.0], [0.1, 0.0, 0.0], [0.0, 0.0, 0.0], [0.0, 0.0, 0.0], [0.1, 0.0, 0.0], [0.0, 0.0, 0.1], [0.4, 0.5, -0.4], [-0.1, 0.0, 0.1], [0.1, 0.1, -0.1], [0.0, 0.0, 0.0], [0.0, 0.0, -0.1], [0.1, 0.0, -0.1], [0.0, 0.0, 0.0], [0.0, -0.1, 0.0], [0.0, 0.0, 0.0], [0.0, 0.0, 0.0], [0.0, 0.0, 0.0], [0.0, 0.0, 0.0], [-0.1, -0.1, 0.1], [0.1, 0.0, -0.1], [-0.1, 0.0, 0.0], [0.0, 0.0, 0.0], [0.0, 0.0, 0.1], [-0.1, 0.0, 0.0], [0.1, 0.0, 0.1], [-0.4, -0.3, -0.4], [0.1, 0.1, -0.1], [-0.1, 0.0, 0.0], [0.0, 0.0, 0.0], [0.0, 0.0, 0.0], [0.0, 0.1, 0.0], [0.1, 0.0, 0.1], [0.0, 0.0, -0.1], [0.0, 0.0, 0.1], [0.0, 0.0, 0.1], [0.0, 0.0, 0.0], [0.0, 0.0, 0.0], [0.0, 0.0, 0.1], [0.0, 0.0, 0.0], [0.0, 0.0, 0.0], [0.0, 0.0, 0.0], [0.0, 0.0, 0.0], [0.0, 0.0, 0.0], [0.0, 0.0, 0.0], [0.0, 0.0, 0.0], [0.0, 0.0, 0.0], [0.0, 0.0, 0.0], [0.0, 0.0, 0.0], [0.0, 0.0, 0.0], [0.0, 0.0, 0.0], [0.0, 0.0, 0.0], [0.0, 0.0, 0.0], [0.1, 0.0, 0.0], [0.0, 0.0, 0.0], [0.0, 0.0, 0.0], [0.0, 0.0, 0.0], [0.0, 0.0, 0.0], [0.0, 0.0, 0.0], [0.0, 0.0, 0.0], [0.0, 0.0, 0.0], [0.0, 0.0, 0.0], [0.0, 0.0, 0.0], [0.0, 0.0, 0.0], [0.0, 0.0, 0.0], [0.0, 0.0, 0.0], [0.0, 0.0, 0.0], [-0.1, 0.3, 0.8], [0.2, -0.1, -0.1], [0.2, 0.0, 0.1], [-0.1, 0.0, 0.0], [0.0, 0.0, 0.0], [-0.1, 0.0, 0.0], [0.1, 0.0, 0.1], [0.0, 0.0, 0.0], [0.0, 0.0, 0.0], [0.0, 0.0, 0.0], [0.0, 0.0, 0.0], [0.0, 0.0, 0.1], [-0.2, 0.2, -0.2], [0.0, 0.2, 0.3], [0.0, -0.1, 0.0], [0.0, 0.0, 0.0], [0.0, 0.0, 0.1]], "mulliken_spin": [3.36, 0.00, 0.00, 0.00, 0.01, 0.00, 0.00, -0.01, -0.01, 0.16, -0.02, 0.08, -0.01, 0.00, 0.00, 0.00, 0.00, 0.00, 0.00, 0.00, 0.00, 0.00, 0.01, 0.02, 0.00, 0.00, 0.00, -0.01, 0.02, -0.01, 0.05, 0.00, 0.00, 0.00, -0.01, -0.01, -0.05, 0.00, 0.00, 0.00, 0.00, 0.05, 0.00, 0.00, 0.00, 0.00, -0.01, 0.03, 0.03, 0.00, -0.01, 0.00, 0.00, 0.00, 0.00, 0.01, 0.00, 0.00, 0.00, 0.00, 0.00, 0.00, 0.00, 0.00, 0.00, 0.00, 0.00, 0.00, 0.00, 0.00, 0.00, 0.00, 0.00, 0.00, 0.05, 0.00, 0.00, 0.00, 0.00, 0.00, 0.00, 0.00, 0.00, 0.00, 0.00, 0.00, 0.00, 0.00, 0.00, 1.00, 0.01, 0.01, -0.03, 0.06, -0.03, -0.03, 0.00, 0.00, 0.00, 0.00, 0.01, 0.02, 0.21, 0.01, 0.00, 0.00]}

***

# 2
{"formula": "C52H45IrN10OS4Se", "method": "the ωB97M-V functional and the def2-TZVPD basis", "multiplicity": 2, "charge": 3, "homo_energy_ha": [-0.52635, -0.54180], "e_above_lowest_kcal_mol": 32.5, "elements": ["Ir", "N", "S", "N", "S", "N", "S", "N", "C", "C", "C", "C", "C", "C", "C", "C", "C", "C", "C", "C", "C", "C", "C", "C", "C", "C", "C", "C", "C", "C", "C", "C", "C", "C", "C", "C", "C", "C", "C", "C", "C", "C", "C", "C", "H", "H", "H", "H", "H", "H", "H", "H", "H", "H", "H", "H", "H", "H", "H", "H", "H", "H", "H", "H", "H", "H", "H", "H", "H", "H", "H", "H", "H", "H", "C", "C", "C", "C", "C", "C", "C", "C", "C", "S", "C", "N", "H", "H", "H", "H", "H", "H", "H", "H", "N", "C", "N", "O", "H", "H", "H", "H", "Se", "N", "C", "C", "C", "C", "N", "C", "N", "H", "H", "H"], "positions_angstrom": [[1.89317, -0.14489, -0.32446], [0.63185, 1.28662, -0.96306], [-0.78500, 1.58097, -1.19200], [-1.84304, 1.74843, 0.03268], [-2.39506, 0.67186, 0.99611], [-2.22030, -0.83940, 0.74722], [-0.90305, -1.79409, 0.70938], [0.31429, -1.41480, -0.00115], [-0.75728, -2.30666, 2.41628], [-1.83516, -2.91472, 3.05283], [-1.69651, -3.32120, 4.36809], [-0.49493, -3.11152, 5.03988], [0.57197, -2.50467, 4.39580], [0.44616, -2.11019, 3.06886], [-1.63552, -3.21234, -0.06872], [-1.21824, -4.48179, 0.30942], [-1.69389, -5.57900, -0.39319], [-2.56245, -5.39786, -1.46191], [-2.95649, -4.11973, -1.83654], [-2.49192, -3.01378, -1.14172], [-1.91545, 1.17435, 2.62272], [-1.26128, 2.38515, 2.80234], [-0.99729, 2.80302, 4.09839], [-1.37846, 2.01930, 5.17927], [-2.04262, 0.81471, 4.97831], [-2.33229, 0.39252, 3.69267], [-4.15066, 0.87956, 0.99101], [-4.99037, -0.22075, 0.92346], [-6.36117, -0.00141, 0.92886], [-6.86089, 1.29038, 1.00751], [-5.99921, 2.38036, 1.07716], [-4.62955, 2.18311, 1.06995], [-1.70866, 0.58125, -2.35843], [-0.97746, -0.06359, -3.34136], [-1.64568, -0.77213, -4.32917], [-3.03309, -0.81382, -4.33605], [-3.75731, -0.14861, -3.35369], [-3.09862, 0.55577, -2.35728], [-0.91948, 3.20909, -1.88415], [0.22450, 3.74491, -2.45372], [0.14769, 4.99296, -3.05398], [-1.05758, 5.67975, -3.08010], [-2.19493, 5.12682, -2.50394], [-2.13444, 3.88153, -1.90098], [-2.76697, -3.07388, 2.52322], [-2.52219, -3.80451, 4.87300], [-0.39354, -3.42866, 6.06925], [1.50141, -2.33849, 4.92410], [1.26632, -1.62746, 2.55769], [-0.55643, -4.62268, 1.15507], [-1.39791, -6.57620, -0.09669], [-2.93972, -6.25768, -1.99911], [-3.63587, -3.98218, -2.66719], [-2.79601, -2.01491, -1.42400], [-0.97344, 2.98300, 1.94806], [-0.51236, 3.75590, 4.26507], [-1.17799, 2.35914, 6.18664], [-2.35589, 0.21736, 5.82372], [-2.88797, -0.51982, 3.52761], [-4.58327, -1.21978, 0.85378], [-7.03756, -0.84325, 0.87253], [-7.93028, 1.45235, 1.01790], [-6.39636, 3.38406, 1.14099], [-3.94914, 3.02357, 1.12637], [0.10025, -0.00662, -3.31578], [-1.08548, -1.27981, -5.10349], [-3.55432, -1.35291, -5.11609], [-4.83902, -0.16813, -3.36816], [-3.66916, 1.08065, -1.60288], [1.15367, 3.19319, -2.40564], [1.02973, 5.43029, -3.50160], [-1.11340, 6.65201, -3.55071], [-3.13077, 5.66829, -2.52322], [-3.01474, 3.44921, -1.44578], [4.38749, 0.17233, -2.65069], [4.63389, 0.85250, -1.31573], [5.62421, 1.96485, -1.49274], [5.50865, 3.11326, -0.82502], [4.46404, 3.26916, 0.16141], [4.40240, 4.34394, 1.01846], [3.43804, 4.41319, 2.04024], [2.56387, 3.37474, 2.21994], [2.58823, 2.26938, 1.34774], [1.70722, 0.85052, 1.66281], [3.49642, 2.23066, 0.25188], [3.45007, 1.18161, -0.59997], [5.33519, -0.06397, -3.13321], [3.83671, 0.86715, -3.28484], [3.80777, -0.73400, -2.52519], [6.37593, 1.83011, -2.26260], [6.19784, 3.93055, -1.00059], [5.12611, 5.14309, 0.91403], [3.41735, 5.26931, 2.69973], [1.86002, 3.37599, 3.04111], [1.72993, -3.41523, -2.88673], [1.93126, -2.10449, -3.14141], [2.34265, -1.76097, -4.37852], [1.73865, -1.24625, -2.26636], [1.77563, -4.11299, -3.60963], [1.21795, -3.64094, -2.05108], [2.43148, -2.42313, -5.12993], [2.47297, -0.78590, -4.58275], [7.10870, -0.28643, -0.12509], [6.96902, -1.79337, 0.72513], [5.70640, -2.18103, 0.77436], [5.26817, -3.40473, 1.35604], [3.94243, -3.68058, 1.27876], [3.05211, -2.73120, 0.71443], [3.39965, -1.56828, 0.19734], [4.74389, -1.30867, 0.16038], [5.31796, -0.25779, -0.42225], [5.99002, -4.06695, 1.81549], [3.53075, -4.59735, 1.67605], [1.98305, -2.91556, 0.71174]], "forces_ev_per_a": [[-0.2, -0.1, -0.2], [0.1, -0.1, -0.4], [-0.2, 0.2, 0.1], [0.2, -0.2, 0.1], [-0.1, 0.1, 0.0], [0.0, 0.0, 0.0], [0.0, 0.1, -0.1], [0.1, -0.2, 0.4], [0.0, 0.0, 0.0], [0.0, 0.0, 0.0], [0.0, 0.0, 0.0], [0.0, 0.0, 0.0], [0.0, 0.0, 0.0], [0.0, 0.1, 0.0], [0.0, 0.0, 0.0], [0.0, 0.0, 0.0], [0.0, 0.0, 0.0], [0.0, 0.0, 0.0], [0.0, 0.0, 0.0], [0.0, 0.0, 0.0], [0.0, 0.1, -0.1], [0.1, 0.0, 0.0], [0.0, 0.0, 0.0], [0.0, 0.0, 0.0], [0.0, 0.0, 0.0], [0.0, 0.0, 0.0], [0.0, -0.1, 0.0], [0.0, 0.0, 0.0], [0.0, 0.0, 0.0], [0.0, 0.0, 0.0], [0.0, 0.0, 0.0], [0.0, 0.0, 0.0], [0.0, 0.0, 0.0], [0.0, 0.0, 0.0], [0.0, 0.0, 0.0], [0.0, 0.0, 0.0], [0.0, 0.0, 0.0], [0.0, 0.0, 0.0], [0.0, 0.0, 0.0], [0.0, 0.0, 0.0], [0.0, 0.0, 0.0], [0.0, 0.0, 0.0], [0.0, 0.0, 0.0], [0.0, 0.0, 0.0], [0.0, 0.0, 0.0], [0.0, 0.0, 0.0], [0.0, 0.0, 0.0], [0.0, 0.0, 0.0], [0.1, 0.0, 0.0], [0.0, 0.0, 0.0], [0.0, 0.0, 0.0], [0.0, 0.0, 0.0], [0.0, 0.0, 0.0], [0.0, 0.0, 0.0], [0.0, 0.0, 0.0], [0.0, 0.0, 0.0], [0.0, 0.0, 0.0], [0.0, 0.0, 0.0], [0.0, 0.0, 0.0], [0.0, 0.0, 0.0], [0.0, 0.0, 0.0], [0.0, 0.0, 0.0], [0.0, 0.0, 0.0], [0.0, 0.0, 0.0], [0.0, 0.0, 0.0], [0.0, 0.0, 0.0], [0.0, 0.0, 0.0], [0.0, 0.0, 0.0], [0.0, 0.0, 0.0], [0.0, 0.0, 0.0], [0.0, 0.0, 0.0], [0.0, 0.0, 0.0], [0.0, 0.0, 0.0], [0.0, 0.0, 0.0], [0.0, 0.0, 0.0], [0.0, -0.1, -0.1], [0.0, 0.0, 0.0], [0.0, 0.0, 0.0], [0.0, 0.0, 0.0], [0.0, 0.0, 0.0], [0.0, 0.0, 0.0], [0.0, 0.0, 0.0], [0.0, 0.0, 0.0], [0.1, 0.0, 0.0], [0.0, 0.0, 0.1], [-0.2, 0.1, 0.1], [0.0, 0.0, 0.0], [0.0, 0.0, 0.0], [0.1, 0.1, 0.0], [0.0, 0.0, 0.0], [0.0, 0.0, 0.0], [0.0, 0.0, 0.0], [0.0, 0.0, 0.0], [0.0, 0.0, 0.0], [0.1, -0.1, 0.0], [-0.3, -0.1, 0.0], [0.0, 0.0, 0.0], [0.3, 0.4, -0.3], [0.0, 0.0, 0.0], [-0.1, 0.0, 0.0], [0.0, 0.0, 0.0], [0.0, 0.0, 0.0], [-0.1, 0.0, 0.0], [0.0, 0.0, 0.0], [0.0, 0.0, 0.0], [0.0, 0.0, 0.0], [0.1, 0.0, 0.0], [0.0, 0.1, 0.0], [-0.2, -0.1, 0.1], [0.1, 0.0, -0.1], [0.1, 0.0, 0.1], [0.0, 0.0, 0.0], [0.0, 0.0, 0.0], [0.0, 0.0, 0.0]], "mulliken_spin": [0.14, 0.00, 0.01, 0.00, -0.01, 0.00, 0.01, 0.00, 0.00, 0.00, 0.00, 0.00, 0.00, -0.01, 0.00, 0.00, 0.00, 0.00, 0.00, 0.00, 0.00, 0.00, 0.00, 0.00, 0.00, 0.00, 0.00, 0.00, 0.00, 0.00, 0.00, 0.00, 0.00, 0.00, 0.00, 0.00, 0.00, 0.00, 0.00, 0.00, 0.00, 0.00, 0.00, 0.00, 0.00, 0.00, 0.00, 0.00, 0.00, 0.00, 0.00, 0.00, 0.00, 0.00, 0.00, 0.00, 0.00, 0.00, 0.00, 0.00, 0.00, 0.00, 0.00, 0.00, 0.00, 0.00, 0.00, 0.00, 0.00, 0.00, 0.00, 0.00, 0.00, 0.00, 0.02, -0.04, 0.00, -0.01, 0.00, 0.08, 0.06, -0.03, 0.13, 0.30, 0.15, 0.18, 0.00, 0.00, 0.00, 0.00, 0.00, 0.00, 0.00, 0.00, 0.00, 0.00, 0.00, 0.00, 0.00, 0.00, 0.00, 0.00, 0.01, 0.00, 0.00, 0.00, 0.00, -0.01, 0.00, -0.01, 0.02, 0.00, 0.00, 0.00]}